This record from the Open Molecules 2025 dataset describes C24H20CeN4O6 as an isolated structure in a non-equilibrium geometry. The level of theory is ωB97M-V with the def2-TZVPD basis set.

XYZ file:
```
55
Properties=species:S:1:pos:R:3:forces:R:3
Ce -0.584 -0.208 0.528 4.582 5.751 -7.198
O -4.182 0.313 2.032 4.241 -1.389 -1.669
O 0.066 0.384 2.618 0.916 0.297 2.176
O 1.188 -1.220 -0.160 -3.474 -12.270 3.405
O 1.500 -3.497 -0.133 -2.927 3.364 0.970
O -2.191 1.027 1.129 -4.734 -1.517 2.765
O 0.627 2.125 4.011 -0.408 -0.751 -1.173
N -0.337 2.175 0.605 1.208 4.002 -1.065
N -1.458 -1.790 1.014 -3.420 -5.233 1.868
N 0.064 2.549 1.892 0.422 -0.635 1.297
N 1.055 0.290 -1.168 -1.733 5.920 -5.059
C 2.816 0.900 -3.213 -1.808 0.350 -0.869
C 3.314 0.476 -1.981 0.190 0.061 0.056
C 0.554 0.704 -2.371 -0.315 -0.382 1.567
C -1.283 -3.978 1.094 -0.892 -1.201 0.647
C -1.844 0.498 -1.479 1.543 -0.256 1.130
C -3.787 1.003 -2.801 -0.119 -0.084 -0.046
C 0.780 -2.458 0.102 3.002 -3.669 -1.158
C 5.149 -0.080 -0.492 0.242 0.387 -1.614
C -1.556 1.226 -3.727 0.154 0.076 -0.091
C -0.945 0.809 -2.525 -1.210 0.615 -0.782
C 4.231 -0.376 0.509 -1.677 0.170 0.138
C -3.015 0.074 1.549 -4.605 1.896 1.827
C 4.693 0.346 -1.738 1.044 -0.419 1.220
C 2.861 -0.244 0.258 3.501 1.100 2.679
C -3.297 -2.640 1.862 -0.734 -2.451 0.439
C 1.438 1.013 -3.407 1.926 -0.045 -0.673
C -2.641 -1.501 1.500 0.844 0.636 -0.429
C 0.240 1.572 2.834 0.226 2.646 0.281
C 0.831 1.165 5.048 0.163 -0.429 0.741
C -2.609 -3.891 1.656 0.241 1.443 -0.299
C -2.950 1.322 -3.865 0.475 -0.057 0.051
C -0.672 -2.809 0.749 0.193 0.106 -0.048
C 2.381 0.179 -0.975 1.632 2.003 -1.389
C -3.231 0.588 -1.601 0.649 0.263 -0.538
H -3.377 1.649 -4.810 0.148 -0.049 0.136
H 4.572 -0.709 1.485 -0.117 0.044 -0.140
H -3.860 0.332 -0.754 -0.131 0.143 -0.137
H -0.782 -4.925 0.946 -0.147 -0.076 0.028
H 1.095 1.345 -4.379 -0.156 -0.088 0.142
H 2.148 -0.477 1.045 1.514 0.904 0.458
H -1.244 2.653 0.401 0.995 -0.745 -0.062
H -4.291 -2.592 2.285 0.002 -0.196 0.050
H 0.397 2.498 -0.066 -0.813 -0.259 0.543
H 3.490 1.144 -4.030 -0.029 -0.054 0.137
H 1.628 0.466 4.774 -0.239 0.065 -0.015
H -0.967 1.492 -4.599 0.043 0.014 0.017
H -3.113 -4.811 1.937 0.070 0.171 -0.047
H -0.945 -1.428 -1.236 -0.178 -0.086 0.544
H 0.233 3.512 2.164 -0.107 -0.230 -0.164
H 6.214 -0.180 -0.304 -0.146 0.007 -0.088
H 5.416 0.576 -2.517 -0.220 -0.011 0.021
H -4.865 1.077 -2.909 0.059 0.005 -0.069
H 1.139 1.702 5.950 -0.096 0.117 -0.371
H -0.098 0.629 5.265 0.206 0.029 -0.141
```
Positions in Å, forces in eV/Å.

Values from the calculation:
2S+1: 1
LUMO level (spin up / spin down) in Eh: -0.030 / -0.030
Net charge: 0
Frontier orbital gap (spin up / spin down) in eV: 5.28 / 5.28

=====

This record from the Open Molecules 2025 dataset describes C24H20Cl3F6IrN4O5S as an isolated structure in a non-equilibrium geometry. The level of theory is ωB97M-V with the def2-TZVPD basis set.

XYZ file:
```
64
Properties=species:S:1:pos:R:3:forces:R:3
Ir -0.663 -0.721 1.392 0.447 0.598 0.206
Cl -0.889 -0.538 -5.792 0.036 0.436 0.241
Cl 0.685 2.904 -1.883 -0.215 0.146 -0.655
Cl 0.831 4.414 -7.002 -0.114 -0.713 0.099
S -2.213 0.831 1.981 -0.023 -0.086 1.080
F -2.599 4.679 -1.178 -0.497 -0.354 -1.041
F -3.823 -4.895 4.834 0.456 0.704 -0.990
F -4.157 3.230 -2.917 -0.034 -0.461 -0.263
F -4.539 0.494 -2.549 0.421 0.503 0.495
F -2.100 3.767 1.105 0.463 -0.432 0.350
F -3.704 -0.518 -0.183 0.038 -0.549 -0.066
O -5.245 -2.952 3.285 1.538 -0.124 0.081
O -0.464 0.487 -2.996 -0.007 -0.457 -0.051
O 1.678 -3.077 1.335 0.316 -0.745 -0.992
O -1.572 -2.492 0.547 -0.682 -0.215 -0.252
O 0.125 -2.227 2.581 -1.432 0.575 0.390
N 0.751 -0.158 0.010 0.404 0.466 -2.878
N -3.348 -2.634 2.027 0.915 -0.498 -0.080
N 2.781 0.370 1.061 0.086 0.083 -0.230
N -1.591 -4.155 2.128 -0.225 1.433 -2.045
C 3.248 -0.930 3.201 -1.116 -0.470 0.983
C -0.353 1.034 -5.323 -0.498 -1.716 0.870
C -4.083 -3.243 3.092 -1.109 -0.014 -0.227
C -2.802 1.520 0.495 1.014 1.195 -0.225
C 0.793 3.458 -4.527 1.268 0.730 -0.324
C -3.412 0.746 -0.465 -0.272 0.113 -0.058
C 4.242 2.357 1.671 -2.000 1.469 1.688
C -2.852 3.375 -1.018 -0.869 0.295 0.298
C 0.410 2.574 -3.582 0.421 0.228 1.108
C -2.545 2.908 0.209 -0.449 -2.063 0.436
C 2.044 0.175 -0.036 -0.421 0.575 0.757
C -3.649 2.572 -1.878 1.080 2.924 -1.013
C 0.578 -3.190 1.813 2.225 0.018 0.759
C 4.129 0.983 1.062 0.668 -0.581 -0.105
C -0.228 -4.466 1.687 -1.233 0.295 0.730
C -3.845 1.254 -1.687 -0.646 -1.243 0.283
C -0.164 1.278 -3.890 -0.396 0.263 -0.101
C -2.171 -3.055 1.497 -0.252 -1.720 1.757
C -3.276 -4.267 3.761 -0.427 -0.686 0.764
C 2.710 0.434 -1.380 -1.536 -0.709 -0.007
C -2.106 -4.699 3.260 -1.216 -0.195 0.608
C 2.396 0.081 2.450 -0.378 -0.490 -0.347
C 0.483 3.145 -5.872 0.517 1.856 0.280
C -0.095 1.959 -6.262 0.625 0.776 0.808
H 2.917 1.486 -1.419 1.178 0.367 0.103
H 4.536 2.446 2.750 -0.283 -0.651 -0.834
H 1.490 4.322 -4.331 -1.362 -0.847 -0.010
H -0.232 -4.777 0.659 0.118 -0.236 -0.423
H -1.615 -5.569 3.679 0.081 0.227 0.031
H 3.537 -0.306 -1.440 -0.336 0.911 -0.521
H 4.292 -0.709 3.334 0.451 0.366 -0.306
H 3.136 -1.963 2.859 -0.044 0.320 -0.152
H 0.045 -5.291 2.345 0.815 0.245 -0.229
H 1.948 0.390 -2.211 0.877 -0.819 0.897
H 4.707 0.286 1.647 0.585 -0.165 -0.148
H -0.205 1.775 -7.267 -0.485 -0.505 -2.082
H 2.836 -0.871 4.228 0.194 -0.309 -0.354
H 2.430 1.000 2.961 0.452 1.397 0.682
H 4.585 1.074 0.086 -0.357 -0.573 -0.308
H -3.673 -1.760 1.662 -0.639 0.339 -0.283
H 4.931 3.015 1.169 0.213 0.015 -0.527
H 3.217 2.839 1.631 1.109 -0.210 -0.089
H 0.390 -0.044 -1.000 0.341 -0.619 2.005
H 1.335 -0.151 2.597 0.201 -0.413 -0.574
```
Positions in Å, forces in eV/Å.

Values from the calculation:
2S+1: 6
Expectation value of S²: 8.80
Energy above the lowest of the compared OMol25 structures with the same formula, charge and spin in kJ/mol: 108.89
LUMO level (spin up / spin down) in Eh: -0.090 / -0.199
Net charge: +1
Frontier orbital gap (spin up / spin down) in eV: 8.91 / 6.70

=====

This record from the Open Molecules 2025 dataset describes C24H20Cl5N5O4V as an isolated structure. The level of theory is ωB97M-V with the def2-TZVPD basis set.

XYZ file:
```
59
Properties=species:S:1:pos:R:3:forces:R:3
V -0.881 0.442 0.370 0.376 0.260 -0.012
Cl -2.640 -1.851 1.298 -0.032 -0.084 0.067
Cl -7.093 -1.292 -1.712 0.001 -0.007 0.008
Cl -2.903 2.021 -2.444 0.014 0.036 -0.033
Cl -5.522 -2.783 0.546 0.003 0.026 -0.028
Cl -5.767 1.107 -3.191 -0.004 -0.016 0.012
O 4.348 -5.133 0.266 0.035 0.035 -0.002
O -3.143 2.244 3.458 -0.023 0.030 -0.031
O -1.904 1.346 1.821 -0.014 0.024 0.055
O 3.357 -4.956 -1.683 0.053 0.002 -0.007
N -0.033 -1.116 -0.712 -0.055 -0.061 -0.079
N 0.493 -0.404 1.711 -0.155 0.076 -0.138
N 3.501 -4.574 -0.487 -0.106 -0.054 0.025
N 0.047 3.201 2.408 0.003 -0.018 -0.012
N -1.284 3.325 2.813 -0.023 0.031 0.007
C 1.822 3.420 -0.720 0.016 -0.003 -0.007
C 0.753 2.570 -2.812 0.004 0.002 0.059
C -2.865 0.063 -0.570 0.000 -0.092 0.044
C -0.354 -1.428 -1.978 0.016 -0.010 0.013
C 0.300 -2.409 -2.678 0.003 -0.020 -0.038
C 1.561 -0.730 3.832 -0.019 0.019 0.015
C 1.694 -2.873 -0.761 0.002 0.020 -0.092
C 2.717 -3.549 0.029 0.035 0.014 0.026
C 0.652 -0.090 3.021 0.041 -0.016 0.049
C -3.514 -1.008 0.045 0.014 0.121 -0.100
C 1.245 -1.437 1.217 -0.140 -0.039 -0.017
C -0.050 1.795 -0.587 -0.105 -0.189 0.081
C 1.167 2.196 -1.380 0.029 -0.017 0.004
C -4.794 -1.442 -0.277 -0.004 -0.088 0.075
C 2.927 -3.183 1.362 0.010 -0.024 -0.043
C 1.333 -3.143 -2.076 0.000 -0.010 0.023
C -3.605 0.681 -1.570 -0.001 -0.050 0.040
C -2.172 2.224 2.701 0.049 -0.093 0.062
C -4.895 0.287 -1.934 0.010 0.043 -0.035
C 2.204 -2.148 1.983 0.048 0.087 -0.008
C 2.204 1.070 -1.440 -0.031 0.029 0.007
C 2.364 -1.758 3.325 0.032 -0.053 -0.030
C 0.978 -1.822 -0.111 -0.027 0.037 0.126
C -5.496 -0.783 -1.280 0.017 0.035 -0.026
H 3.674 -3.728 1.918 0.004 0.002 0.015
H 3.118 1.417 -1.933 0.010 -0.001 -0.003
H -1.461 3.834 3.666 -0.010 -0.003 -0.011
H 0.010 0.693 3.398 -0.015 0.005 -0.028
H 0.282 1.716 -3.300 -0.005 -0.002 -0.020
H 1.639 -0.430 4.870 -0.008 0.006 -0.005
H 0.336 3.993 1.855 0.008 0.007 -0.010
H 0.033 3.392 -2.802 -0.008 0.004 -0.010
H 0.684 3.042 3.179 -0.003 -0.008 -0.002
H 3.084 -2.273 3.950 -0.002 0.008 0.010
H 2.146 3.171 0.292 -0.006 -0.008 0.013
H 1.112 4.250 -0.660 -0.004 0.005 -0.003
H 1.851 -3.920 -2.611 -0.011 0.013 -0.001
H -1.151 -0.843 -2.421 -0.001 0.012 0.015
H 2.456 0.728 -0.434 0.011 -0.005 -0.001
H -0.717 2.651 -0.379 -0.028 -0.017 -0.004
H 0.012 -2.615 -3.701 -0.009 0.008 0.003
H 2.695 3.753 -1.293 0.004 0.009 0.000
H 1.625 2.877 -3.401 0.003 0.000 -0.014
H 1.822 0.214 -1.998 0.001 -0.019 -0.001
```
Positions in Å, forces in eV/Å.

Values from the calculation:
2S+1: 4
Expectation value of S²: 4.12
LUMO level (spin up / spin down) in Eh: 0.147 / 0.147
Net charge: -2
Frontier orbital gap (spin up / spin down) in eV: 4.23 / 6.15